(1)
This record from the OMol25 dataset describes an isolated ion of composition C22H28N3O3 and charge +1 in a non-equilibrium geometry. The level of theory is ωB97M-V/def2-TZVPD.

```
56
C22H28N3O3, DFT ωB97M-V/def2-TZVPD
C -2.067 -2.425 1.687
C -2.822 -1.192 2.151
H -2.191 -0.576 2.795
N -3.311 -0.329 1.039
H -3.888 -0.902 0.395
C -2.219 0.188 0.174
H -1.267 0.150 0.702
H -2.434 1.226 -0.081
C -2.173 -0.658 -1.120
O -3.483 -0.781 -1.619
H -3.663 -0.110 -2.289
H -1.859 -1.676 -0.865
C -1.170 -0.085 -2.138
N 0.148 -0.025 -1.576
C 0.886 -1.124 -1.225
C 0.636 -2.481 -1.418
C 1.566 -3.378 -0.947
C 2.728 -2.928 -0.306
C 3.007 -1.585 -0.134
C 2.069 -0.668 -0.589
C 2.020 0.765 -0.596
C 0.842 1.119 -1.198
C 0.310 2.484 -1.453
H 0.285 2.701 -2.521
H 0.962 3.209 -0.974
H -0.696 2.615 -1.052
C 3.058 1.646 -0.061
C 3.570 2.693 -0.824
C 4.564 3.507 -0.314
C 5.060 3.288 0.960
C 4.561 2.246 1.723
C 3.567 1.428 1.217
H 3.173 0.622 1.819
H 4.948 2.067 2.715
H 5.838 3.923 1.354
H 4.958 4.312 -0.917
H 3.208 2.846 -1.830
H 3.929 -1.276 0.334
N 3.665 -3.907 0.188
O 4.674 -3.497 0.718
O 3.375 -5.076 0.055
H 1.426 -4.441 -1.069
H -0.237 -2.832 -1.945
H -1.476 0.918 -2.448
H -1.168 -0.734 -3.021
C -4.199 0.750 1.559
C -5.065 1.358 0.469
H -4.488 1.912 -0.266
H -5.641 0.590 -0.042
H -5.765 2.054 0.923
H -4.847 0.313 2.320
H -3.574 1.507 2.037
H -3.694 -1.509 2.727
H -1.114 -2.183 1.224
H -1.857 -3.044 2.555
H -2.665 -3.017 0.999
```

Its structure (SMILES) is CC[NH+](CC)C[C@@H](O)Cn1c(C)c(-c2ccccc2)c2cc([N+](=O)[O-])ccc21. The total charge is +1. Its molar mass is 382.48 g mol⁻¹. As for the energy above the lowest of the compared OMol25 structures with the same formula, charge and spin: 101.3 kcal per mole. As for the calculated total energy: -33873.2072 eV. Its spin multiplicity is 1.

(2)
This record from the OMol25 dataset describes C22H28N8O2Rb as an isolated structure in a non-equilibrium geometry. The level of theory is ωB97M-V/def2-TZVPD.

```
61
C22H28N8O2Rb, DFT ωB97M-V/def2-TZVPD
Rb 0.036 -0.919 1.151
C -1.526 1.943 3.760
N -0.860 2.360 2.542
C 0.545 2.644 2.770
C 1.452 2.253 1.591
C 2.574 1.319 2.063
N 1.990 0.170 2.683
C 2.582 -0.952 2.661
C 2.057 -2.182 3.182
C 2.940 -3.263 3.295
C 2.554 -4.502 3.745
C 1.208 -4.709 4.056
C 0.305 -3.692 3.942
C 0.660 -2.360 3.538
O -0.212 -1.456 3.478
C -1.568 3.391 1.806
C -1.617 3.061 0.310
C -2.240 1.682 0.062
N -1.603 1.084 -1.066
C -2.291 0.625 -2.020
C -0.494 -0.730 -3.385
C -0.165 -0.516 -4.850
C 0.878 -1.441 -5.335
C 1.640 -2.088 -4.429
C 1.481 -2.008 -3.020
C 0.425 -1.371 -2.400
O 0.155 -1.375 -1.169
H -1.475 2.703 4.558
H -1.065 1.020 4.104
H -2.574 1.738 3.551
H 0.855 2.039 3.619
H 0.696 3.707 3.034
H 1.892 3.136 1.123
H 0.859 1.711 0.853
H 3.194 1.856 2.799
H 3.228 1.051 1.208
H 3.603 -1.039 2.221
H 3.979 -3.103 3.027
H 3.275 -5.305 3.845
H 0.885 -5.691 4.385
H -0.740 -3.855 4.179
H -1.098 4.382 1.941
H -2.596 3.464 2.179
H -0.607 3.043 -0.096
H -2.183 3.824 -0.226
H -3.332 1.766 -0.069
H -2.025 1.059 0.938
H -3.390 0.618 -2.068
H 0.050 0.536 -5.108
H 1.058 -1.503 -6.399
H 2.445 -2.717 -4.791
H 2.171 -2.542 -2.382
N -2.182 1.119 -6.470
N -2.388 0.421 -5.289
N -1.628 -0.819 -5.194
C -1.857 -1.132 -3.801
N -1.692 0.228 -3.219
N -1.937 1.193 -4.145
H -2.482 0.518 -7.229
H -1.197 1.374 -6.607
H -2.645 -1.770 -3.435
```

The total charge is -1. Its molar mass is 521.99 g mol⁻¹. As for the energy above the lowest of the compared OMol25 structures with the same formula, charge and spin: 149.7 kcal per mole. As for the calculated total energy: -39932.7299 eV. Its spin multiplicity is 1.

(3)
This record from the OMol25 dataset describes C22H29BF4N7V as an isolated structure. The level of theory is ωB97M-V/def2-TZVPD.

```
64
C22H29BF4N7V, DFT ωB97M-V/def2-TZVPD
V 0.245 -0.005 0.499
C 0.321 -4.222 1.656
C 0.032 -2.916 1.008
N 0.897 -2.052 0.632
C 2.327 -2.165 0.903
C 3.056 -1.145 0.049
N 2.398 0.197 0.074
C 3.051 1.290 0.856
C 2.155 1.761 1.988
N 0.748 1.811 1.528
C 0.300 3.047 0.857
C -1.044 2.780 0.144
N -1.370 1.357 0.240
C -2.568 0.914 0.260
C -3.797 1.748 0.143
C -2.674 -0.553 0.495
C -3.848 -1.265 0.691
C -3.755 -2.615 1.004
C -2.512 -3.223 1.109
C -1.381 -2.453 0.886
N -1.489 -1.156 0.589
H 1.348 -4.543 1.512
H -0.344 -5.004 1.293
H 0.140 -4.109 2.730
H 2.716 -3.162 0.690
H 2.474 -1.967 1.970
H 3.039 -1.486 -0.987
H 4.101 -1.066 0.349
H 2.415 0.507 -0.891
H 3.250 2.112 0.166
H 4.017 0.968 1.245
H 2.485 2.732 2.364
H 2.184 1.057 2.818
H 0.162 1.712 2.356
H 1.066 3.380 0.159
H 0.181 3.842 1.595
H -0.974 3.047 -0.913
H -1.831 3.386 0.591
H -3.631 2.628 -0.473
H -4.103 2.077 1.142
H -4.620 1.183 -0.287
H -4.813 -0.785 0.624
H -4.654 -3.190 1.180
H -2.434 -4.266 1.378
F -0.013 0.092 4.694
B -0.683 -0.337 3.606
F -1.539 0.635 3.073
F 0.398 -0.501 2.501
F -1.278 -1.569 3.679
N -0.200 -1.038 -3.656
C -0.287 -1.193 -2.326
N 0.188 -0.158 -1.664
C 0.619 0.745 -2.641
C 1.221 2.000 -2.528
C 1.557 2.656 -3.694
C 1.305 2.090 -4.954
C 0.714 0.852 -5.084
C 0.381 0.194 -3.904
H -0.499 -1.713 -4.343
H -0.700 -2.079 -1.872
H 1.415 2.453 -1.565
H 2.025 3.630 -3.643
H 1.584 2.641 -5.841
H 0.523 0.416 -6.055
```

The total charge is +2. Its molar mass is 529.27 g mol⁻¹. As for the calculated total energy: -70946.8198 eV. The expectation value of S² is 2.014. Its spin multiplicity is 3.

(4)
This record from the OMol25 dataset describes C22H29BaNO2S4Se as an isolated structure in a non-equilibrium geometry. The level of theory is ωB97M-V/def2-TZVPD.

```
60
C22H29BaNO2S4Se, DFT ωB97M-V/def2-TZVPD
Ba 0.162 -0.577 -1.601
C 2.408 2.167 2.195
C 2.625 0.962 3.139
S 1.753 -0.433 2.451
C 2.220 -1.774 3.545
C 1.572 -3.084 3.027
S 1.096 -3.114 1.289
C 2.476 -3.699 0.323
C 3.713 -2.807 0.358
S 3.456 -1.286 -0.625
C 4.436 -0.177 0.396
C 4.130 1.296 0.141
S 2.441 1.865 0.410
H 3.129 2.950 2.429
H 1.404 2.571 2.339
H 2.251 1.231 4.129
H 3.683 0.709 3.230
H 1.861 -1.545 4.550
H 3.308 -1.865 3.587
H 0.651 -3.261 3.578
H 2.237 -3.934 3.184
H 2.059 -3.721 -0.710
H 2.712 -4.722 0.625
H 4.557 -3.355 -0.060
H 3.974 -2.505 1.376
H 5.495 -0.338 0.180
H 4.248 -0.432 1.438
H 4.335 1.546 -0.901
H 4.778 1.915 0.765
C -1.846 1.048 -5.652
O -2.361 1.398 -4.351
C -2.946 0.403 -3.633
C -3.045 -0.919 -4.036
C -3.659 -1.840 -3.189
C -4.193 -1.429 -1.976
C -4.081 -0.106 -1.584
C -3.432 0.799 -2.392
N -3.247 2.187 -2.058
C -3.151 2.776 -0.939
C -2.737 2.312 0.326
C -3.110 3.100 1.457
C -2.756 2.731 2.706
C -1.987 1.534 2.887
C -1.562 0.791 1.829
C -1.876 1.190 0.515
O -1.347 0.606 -0.494
H -1.397 1.949 -6.053
H -2.650 0.716 -6.308
H -1.092 0.265 -5.576
H -2.643 -1.247 -4.981
H -3.716 -2.874 -3.494
H -4.690 -2.138 -1.329
H -4.490 0.225 -0.634
H -3.193 2.796 -2.875
H -3.420 3.824 -1.014
H -3.718 3.985 1.298
H -3.062 3.322 3.556
H -1.723 1.214 3.886
H -0.957 -0.090 1.976
Se 0.920 -3.112 -2.652
```

Its molar mass is 684.04 g mol⁻¹. As for the energy above the lowest of the compared OMol25 structures with the same formula, charge and spin: 49.6 kcal per mole. As for the calculated total energy: -138249.1181 eV. Its spin multiplicity is 1.

(5)
This record from the OMol25 dataset describes C22H29Br45O4PS2 as an isolated structure in a non-equilibrium geometry. The level of theory is ωB97M-V/def2-TZVPD.

```
103
C22H29Br45O4PS2, DFT ωB97M-V/def2-TZVPD
C 2.104 -1.218 -4.791
C 2.731 -0.046 -3.990
C 1.693 1.013 -3.621
O 2.333 2.218 -3.189
C 1.607 2.962 -2.315
O 1.140 3.983 -2.570
C 1.419 2.423 -0.868
S -0.384 2.380 -0.490
P -1.029 0.380 -0.531
O 3.595 -0.473 -2.915
C 3.016 -1.065 -1.920
O 1.885 -1.391 -1.867
C 3.927 -1.407 -0.756
S 3.131 -0.976 0.828
H 2.423 -2.121 -4.286
H 2.415 -1.208 -5.822
H 1.029 -1.128 -4.670
H 3.384 0.453 -4.698
H 1.197 1.264 -4.558
H 0.916 0.670 -2.952
H 1.900 3.131 -0.207
H 1.898 1.453 -0.812
H -0.228 -0.335 0.376
H -2.369 0.243 -0.163
H -0.889 -0.241 -1.778
H 4.848 -0.791 -0.800
H 4.212 -2.449 -0.785
H 3.875 0.076 1.242
C 7.381 1.075 -2.600
Br 6.864 -0.116 -1.161
Br 8.391 0.149 -3.950
Br 5.875 2.019 -3.347
H 8.032 1.821 -2.169
C 7.200 -4.639 0.836
Br 6.342 -2.944 1.186
Br 5.908 -6.042 0.567
Br 8.443 -4.517 -0.628
H 7.768 -4.894 1.718
C -5.228 2.712 0.220
Br -5.706 2.293 2.038
Br -6.056 4.327 -0.406
Br -3.308 2.771 -0.032
H -5.603 1.905 -0.394
C -9.135 5.690 0.938
Br -8.510 5.131 2.674
Br -10.484 4.501 0.242
Br -9.730 7.522 0.944
H -8.290 5.633 0.271
C -2.658 5.649 2.891
Br -1.966 3.843 2.956
Br -2.050 6.575 1.311
Br -4.576 5.709 3.055
H -2.255 6.172 3.745
C -7.123 2.407 -3.857
Br -6.610 0.750 -3.007
Br -8.609 3.234 -2.953
Br -5.625 3.607 -4.019
H -7.449 2.162 -4.857
C 3.233 -3.922 -7.859
Br 1.461 -3.638 -8.561
Br 4.241 -2.279 -7.790
Br 3.189 -4.802 -6.143
H 3.746 -4.582 -8.542
C -2.257 10.219 -1.220
Br -1.230 11.819 -1.522
Br -1.133 8.649 -1.184
Br -3.342 10.351 0.367
H -2.929 10.108 -2.057
C -0.963 -0.443 3.588
Br -2.755 0.076 3.084
Br 0.257 1.048 3.482
Br -0.907 -1.299 5.304
H -0.630 -1.172 2.863
C 0.325 -4.139 8.503
Br -0.170 -2.327 8.925
Br -1.215 -5.276 8.309
Br 1.448 -4.217 6.937
H 0.906 -4.516 9.332
C -0.959 -5.826 4.315
Br -0.171 -7.580 4.219
Br -0.279 -4.663 2.929
Br -2.886 -5.903 4.306
H -0.662 -5.396 5.261
C 5.535 -5.448 8.341
Br 4.054 -6.627 8.706
Br 6.210 -5.689 6.551
Br 5.084 -3.607 8.693
H 6.330 -5.716 9.020
C -6.308 -1.199 -7.131
Br -6.706 0.662 -7.449
Br -4.602 -1.417 -6.259
Br -7.721 -2.075 -6.158
H -6.238 -1.679 -8.095
C 10.169 -8.313 -1.888
Br 8.771 -9.051 -0.786
Br 9.463 -7.500 -3.488
Br 11.277 -7.085 -0.900
H 10.799 -9.133 -2.198
C -9.078 4.332 6.481
Br -7.418 3.359 6.652
Br -10.559 3.157 6.107
Br -9.415 5.440 8.020
H -8.974 4.991 5.633
```

The total charge is +1. Its molar mass is 4048.26 g mol⁻¹. As for the calculated total energy: -3214332.7493 eV. Its spin multiplicity is 1.

(6)
This record from the OMol25 dataset describes C22H29BrN2O5 as an isolated structure in a non-equilibrium geometry. The level of theory is ωB97M-V/def2-TZVPD.

```
59
C22H29BrN2O5, DFT ωB97M-V/def2-TZVPD
C 0.247 -1.927 0.504
H 0.361 -2.705 -0.353
H 1.338 -1.746 0.859
H -0.482 -2.193 1.166
O -0.131 -0.891 -0.386
C -0.285 0.272 0.607
O -0.048 0.200 1.895
C -0.642 1.659 -0.303
C -1.536 1.392 -1.522
H -1.120 0.391 -1.902
C -3.030 1.478 -1.032
N -3.219 0.887 0.196
C -3.354 -0.685 0.501
O -3.316 -0.842 1.783
O -3.723 -1.228 -0.609
C -4.330 -2.577 -0.224
C -5.492 -2.678 0.556
H -6.023 -3.554 0.594
H -5.181 -2.122 1.460
H -6.266 -1.751 0.213
C -4.639 -2.952 -1.878
H -5.441 -2.166 -2.053
H -5.006 -3.839 -1.750
H -3.759 -2.865 -2.226
C -3.227 -3.329 0.002
H -2.244 -3.482 -0.380
H -3.623 -4.690 0.278
H -2.931 -3.025 1.220
C -2.716 1.667 1.429
C -1.394 2.460 0.875
H -0.802 2.899 1.603
H -1.782 3.380 0.163
H -3.414 2.428 1.621
H -2.391 0.980 2.169
H -3.467 2.204 -1.089
H -3.463 0.820 -1.694
H -1.316 2.181 -2.319
C 0.677 2.365 -0.354
H 1.047 1.901 -1.502
C 1.669 2.512 0.531
H 1.442 2.511 1.584
C 2.568 1.230 0.694
C 3.936 1.763 0.153
N 3.882 2.925 -0.020
O 2.559 3.555 0.051
C 5.449 1.038 -0.020
C 5.436 -0.390 0.204
C 6.700 -1.073 0.068
C 7.758 -0.144 -0.366
C 7.535 1.206 -0.378
C 6.490 1.854 -0.352
H 6.425 2.917 -0.483
H 8.755 1.749 -0.755
H 8.735 -0.846 -0.260
Br 6.752 -2.888 0.373
H 4.509 -0.753 0.603
H 2.409 0.360 -0.372
H 2.647 0.678 1.485
H 0.468 3.476 -0.857
```

Its molar mass is 481.39 g mol⁻¹. As for the calculated total energy: -106524.9204 eV. Its spin multiplicity is 1.

(7)
This record from the OMol25 dataset describes the molecule C22H29ClN4O4S in a non-equilibrium geometry. The level of theory is ωB97M-V/def2-TZVPD.

```
61
C22H29ClN4O4S, DFT ωB97M-V/def2-TZVPD
C 2.659 3.792 -1.134
H 3.418 3.256 -0.556
O 1.469 3.049 -1.234
C 1.667 1.734 -1.699
C 0.305 1.121 -2.050
N -0.382 0.495 -0.942
C -1.347 1.058 -0.174
O -2.094 0.356 0.491
C -1.432 2.566 -0.096
H -2.435 2.861 -0.413
C -1.237 2.988 1.374
C 0.225 3.190 1.706
O 0.688 4.279 1.990
N 1.006 2.079 1.651
C 2.357 2.170 1.832
N 3.176 1.197 1.609
C 4.454 1.570 1.869
C 4.615 2.848 2.289
S 3.091 3.663 2.369
H 5.524 3.354 2.543
H 5.236 0.846 1.723
H 0.642 1.126 1.523
H -1.669 2.226 2.027
H -1.740 3.938 1.556
H -0.690 3.062 -0.715
C -0.086 -0.920 -0.737
C -0.807 -1.812 -1.713
C -0.113 -2.801 -2.401
C -0.762 -3.630 -3.298
C -2.121 -3.467 -3.514
C -2.832 -2.488 -2.837
C -2.174 -1.666 -1.941
H -2.725 -0.913 -1.400
H -3.890 -2.371 -3.011
Cl -2.937 -4.496 -4.638
H -0.218 -4.395 -3.830
H 0.947 -2.927 -2.234
H 0.997 -1.037 -0.872
C -0.328 -1.259 0.760
O 0.236 -0.596 1.613
N -1.043 -2.360 0.990
H -1.530 -2.771 0.208
C -1.416 -2.857 2.319
C -2.139 -1.757 3.097
H -1.453 -0.943 3.308
H -2.524 -2.150 4.034
H -2.962 -1.362 2.507
C -0.148 -3.294 3.056
H 0.353 -4.091 2.511
H -0.400 -3.653 4.050
H 0.531 -2.452 3.149
C -2.343 -4.050 2.096
H -1.847 -4.816 1.503
H -2.625 -4.485 3.051
H -3.249 -3.737 1.581
H 0.446 0.353 -2.816
H -0.322 1.906 -2.475
H 2.292 1.754 -2.605
H 2.182 1.133 -0.934
H 2.402 4.719 -0.625
H 3.067 4.013 -2.129
```

Its structure (SMILES) is COCCN(C(=O)CCC(=O)Nc1nccs1)[C@@H](C(=O)NC(C)(C)C)c1ccc(Cl)cc1. Its molar mass is 481.02 g mol⁻¹. As for the energy above the lowest of the compared OMol25 structures with the same formula, charge and spin: 0.0 kcal per mole. As for the calculated total energy: -60794.7797 eV. Its spin multiplicity is 1.